[1]
Below is a molecular structure, C42H60ClN2O5SSeV, with properties calculated with wB97M-V/def2-TZVPD.

Energy relative to the best compared isomer or geometry (same formula, charge and spin), kcal per mole: 5.01
Kohn-Sham gap (spin up / spin down), eV: 6.26 / 7.30
E_tot, hartree: -6326.1439
Spin multiplicity: 4
LUMO level (spin up / spin down), eV: 2.3 / 2.3
E_HOMO (spin up / spin down), eV: -3.929 / -4.969
Total charge: -1

The geometry in XYZ format:
```
113
Properties=species:S:1:pos:R:3:forces:R:3
V -0.0067 -2.1535 -0.2516 0.2 -0.5 -0.2
C 0.6298 3.9576 -5.2630 0.0 0.0 0.0
C 1.6449 3.2962 -4.3303 0.0 0.0 0.0
C 2.9328 3.0413 -5.1271 0.0 0.0 0.0
C 1.9492 4.2770 -3.1885 0.0 0.0 0.0
C 1.1273 1.9764 -3.7557 0.0 0.0 0.0
C 1.9003 1.2701 -2.8458 0.0 0.0 0.0
C 1.4489 0.0809 -2.2981 0.0 0.1 -0.1
Se 2.5122 -0.8462 -0.9990 0.0 0.0 0.1
C 2.1801 0.2168 0.5718 0.0 0.1 0.1
C 2.7427 1.4834 0.6863 0.0 0.0 0.0
C 2.5133 2.2688 1.8018 0.0 0.0 0.0
C 1.7156 1.7193 2.8123 0.0 0.0 0.0
C 1.1490 0.4567 2.7521 0.0 0.0 0.0
C 1.3711 -0.3326 1.5869 0.0 0.1 0.0
O 0.8370 -1.5251 1.4653 -0.1 0.1 -0.3
C 0.2463 -0.0880 3.8628 0.0 0.0 0.0
C -1.1822 -0.2669 3.3232 0.0 0.0 0.0
C 0.7769 -1.4427 4.3540 0.0 -0.1 0.1
C 0.1737 0.8450 5.0766 0.1 0.0 0.0
C 3.0684 3.6854 1.9583 0.0 0.0 0.0
C 1.9040 4.6819 2.0639 0.0 0.0 0.0
C 3.9369 4.0963 0.7691 0.0 0.0 -0.1
C 3.9263 3.7772 3.2288 0.0 0.0 0.0
C 0.2137 -0.4930 -2.6671 -0.1 0.0 0.0
O -0.1757 -1.6371 -2.1602 -0.1 0.2 0.2
C -0.5928 0.2257 -3.5899 0.0 0.0 0.0
C -0.1084 1.4264 -4.0977 -0.1 0.0 0.0
C -1.9814 -0.3063 -3.9579 0.0 0.0 0.0
C -2.7095 0.6076 -4.9487 0.0 0.0 0.0
C -1.8614 -1.6912 -4.6128 0.0 0.0 0.0
C -2.8533 -0.4013 -2.6938 0.0 0.0 0.0
H 1.0357 4.9021 -5.6357 0.0 0.0 0.0
H 0.4051 3.3262 -6.1267 0.0 0.0 0.0
H -0.3086 4.1750 -4.7459 0.0 0.0 0.0
H 3.3247 3.9776 -5.5398 0.0 0.0 0.0
H 3.7064 2.5987 -4.4950 0.0 0.0 0.0
H 2.7419 2.3515 -5.9530 0.0 0.0 0.0
H 2.3094 5.2318 -3.5869 0.0 0.0 0.0
H 1.0522 4.4655 -2.5930 0.0 0.0 0.0
H 2.7163 3.8824 -2.5184 0.0 0.0 0.0
H 2.8725 1.6438 -2.5429 0.0 0.0 0.0
H 3.3606 1.8426 -0.1270 0.0 0.0 0.0
H 1.5201 2.3279 3.6858 0.0 0.0 0.0
H -1.2055 -0.9645 2.4858 0.0 0.0 0.0
H -1.8381 -0.6396 4.1185 0.0 0.0 0.0
H -1.5803 0.6924 2.9811 0.0 0.0 0.0
H 0.8298 -2.1497 3.5262 0.0 0.0 0.1
H 1.7732 -1.3272 4.7943 0.0 0.0 0.0
H 0.1105 -1.8455 5.1257 0.0 0.0 0.0
H -0.2817 1.8065 4.8246 0.0 0.0 0.0
H -0.4445 0.3792 5.8487 0.0 0.0 0.0
H 1.1620 1.0323 5.5077 0.0 0.0 0.0
H 1.2839 4.6424 1.1649 0.0 0.0 0.0
H 1.2644 4.4560 2.9201 0.0 0.0 0.0
H 2.2804 5.7039 2.1816 0.0 -0.1 0.0
H 3.3660 4.0955 -0.1633 0.0 0.0 0.0
H 4.3188 5.1091 0.9256 0.0 0.0 0.0
H 4.7941 3.4288 0.6464 0.0 0.0 0.0
H 3.3437 3.5462 4.1235 0.0 0.0 0.0
H 4.7601 3.0720 3.1809 0.0 0.0 0.0
H 4.3339 4.7873 3.3443 0.0 0.0 0.0
H -0.7339 1.9691 -4.7921 0.0 0.0 0.0
H -2.1607 0.7121 -5.8896 0.0 0.0 0.0
H -3.6853 0.1717 -5.1792 0.0 0.0 0.0
H -2.8832 1.6052 -4.5352 0.0 0.0 0.0
H -1.2921 -1.6223 -5.5449 0.0 0.0 0.0
H -1.3641 -2.3946 -3.9490 0.0 0.0 0.0
H -2.8588 -2.0760 -4.8507 0.0 0.0 0.0
H -2.9422 0.5786 -2.2151 0.0 0.0 0.0
H -3.8615 -0.7365 -2.9611 0.0 0.0 0.0
H -2.4388 -1.0990 -1.9691 0.0 0.0 0.0
C 4.2631 -4.0944 0.1239 0.0 0.0 0.1
N 3.3792 -4.0434 1.2788 -0.1 0.1 -0.2
C 3.6641 -2.9037 2.1524 0.0 -0.1 0.1
C 2.0774 -4.4662 1.1359 0.2 0.0 0.0
S 1.3763 -4.7383 -0.3720 0.0 0.0 0.2
N 1.4182 -4.6744 2.2945 -0.1 -0.1 0.1
C 2.1016 -4.9970 3.5372 -0.1 0.0 0.0
C -0.0044 -4.9700 2.3118 0.1 -0.1 0.1
H 5.2906 -4.0216 0.4875 0.0 0.0 0.0
H 4.0727 -3.2776 -0.5758 0.0 0.0 0.0
H 4.1336 -5.0341 -0.4043 0.0 0.0 0.0
H 3.7136 -1.9823 1.5670 0.0 0.0 0.0
H 4.6252 -3.0537 2.6500 0.0 0.0 0.0
H 2.8856 -2.7701 2.8970 0.0 0.0 -0.1
H 3.1735 -5.0502 3.3820 0.0 0.0 0.0
H 1.7507 -5.9720 3.8881 0.0 0.0 0.0
H 1.8843 -4.2563 4.3103 0.0 0.0 0.0
H -0.5222 -4.4782 1.5011 -0.1 0.1 -0.1
H -0.4136 -4.6342 3.2667 0.0 0.0 0.0
H -0.1826 -6.0437 2.1962 0.0 0.0 0.0
C -7.3958 -1.6806 -0.4139 0.0 0.0 0.0
C -6.3574 -0.6400 -0.1076 0.0 0.1 0.0
C -6.5616 0.6991 -0.3984 0.0 0.0 0.0
C -5.5803 1.6363 -0.1112 0.0 0.0 0.0
Cl -5.8702 3.3188 -0.4910 0.0 0.0 0.0
C -4.3816 1.2575 0.4541 0.0 0.0 0.0
C -4.1578 -0.0824 0.7489 0.0 0.0 0.0
C -5.1448 -1.0220 0.4816 0.0 0.0 0.0
O -5.0374 -2.3523 0.7397 0.0 0.0 0.1
C -3.9356 -2.8336 1.5139 -0.1 0.1 -0.1
C -2.7193 -3.1464 0.6303 0.0 -0.1 -0.1
O -2.5708 -4.2906 0.2086 0.0 0.2 0.1
O -1.9494 -2.1413 0.4213 0.2 -0.1 0.1
H -8.2560 -1.2316 -0.9119 0.0 0.0 0.0
H -7.7378 -2.1747 0.4990 0.0 0.0 0.0
H -6.9855 -2.4632 -1.0557 0.0 0.0 0.0
H -7.4920 1.0163 -0.8546 0.0 0.0 0.0
H -3.6122 1.9944 0.6447 0.0 0.0 0.0
H -3.1935 -0.3996 1.1229 -0.1 0.1 0.0
H -4.2837 -3.7588 1.9626 0.0 0.0 0.0
H -3.6797 -2.1082 2.2901 0.0 0.0 0.0
```
Forces are in eV/Å.


[2]
Below is a molecular structure, C42H60LaN5S in a non-equilibrium geometry, with properties calculated with wB97M-V/def2-TZVPD.

Energy relative to the best compared isomer or geometry (same formula, charge and spin), kcal per mole: 0.00
Kohn-Sham gap, eV: 5.96
E_tot, hartree: -2339.9544
LUMO level, eV: 0.0
E_HOMO, eV: -5.912

The geometry in XYZ format:
```
109
Properties=species:S:1:pos:R:3:forces:R:3
La -0.3393 0.0110 -0.0640 1.0 -1.3 0.0
C 0.4876 -0.3233 3.3139 0.0 0.2 0.0
C -0.3927 -1.5620 3.4900 0.1 0.0 0.2
C -1.7968 -1.4055 2.9146 0.0 -0.1 -0.1
C 0.3881 -2.7954 3.0702 -0.1 0.0 -0.1
C 0.7679 -3.6801 4.0753 0.0 0.1 0.0
C 1.6004 -4.7587 3.8295 0.0 0.0 -0.1
C 2.1261 -4.8992 2.5573 0.1 0.0 0.0
C 1.7920 -4.0258 1.5279 0.1 -0.1 0.0
C 2.6020 -4.0991 0.2401 0.0 0.0 0.1
C 4.0543 -3.7036 0.5276 0.1 0.0 0.0
C 2.5386 -5.4653 -0.4397 0.1 -0.1 0.0
C 0.8254 -3.0144 1.7429 0.1 0.0 -0.2
N 0.3487 -2.2534 0.6545 -0.5 0.1 -0.7
C -0.0329 -3.0676 -0.4779 0.2 0.3 1.2
C -0.3357 -2.6318 -1.6993 -0.2 1.2 -0.9
N -0.3413 -1.2605 -2.1167 0.0 -0.3 0.8
C -0.6309 -1.0236 -3.4657 -0.1 -0.1 0.1
C 0.2790 -0.2784 -4.2475 0.1 0.0 0.1
C 0.0975 -0.1984 -5.6212 0.0 0.0 0.0
C -0.9881 -0.8020 -6.2428 0.0 0.0 0.1
C -1.9519 -1.4008 -5.4516 -0.1 0.1 0.0
C -1.8256 -1.4789 -4.0641 -0.1 0.0 0.1
C -3.0891 -1.9136 -3.3039 0.0 0.0 -0.2
C -3.3124 -3.4276 -3.2380 0.0 0.0 0.0
C -3.3461 -1.2498 -1.9438 0.1 0.0 -0.1
C 1.3763 0.5794 -3.6273 0.1 0.1 -0.1
C 0.7325 1.8335 -3.0272 -0.1 0.0 0.1
C 2.3668 -0.0626 -2.6521 -0.1 -0.1 -0.1
H -0.0173 0.5988 3.6146 0.0 -0.1 0.0
H 0.8502 -0.1919 2.2895 0.0 -0.1 -0.1
H 1.4033 -0.4327 3.8984 0.0 0.0 0.1
H -0.5303 -1.6583 4.5698 0.0 0.0 0.0
H -1.7974 -1.4401 1.8278 0.0 -0.1 -0.2
H -2.2542 -0.4636 3.2206 0.0 0.0 0.0
H -2.4384 -2.2287 3.2326 0.0 0.0 0.0
H 0.3978 -3.5073 5.0809 0.0 0.0 0.0
H 1.8632 -5.4477 4.6211 0.0 0.0 0.0
H 2.8490 -5.6854 2.3621 0.0 0.0 0.0
H 2.2034 -3.3658 -0.4532 0.0 0.1 -0.1
H 4.5124 -4.3731 1.2610 0.0 0.0 0.0
H 4.1080 -2.6872 0.9269 0.0 0.0 0.0
H 4.6545 -3.7446 -0.3860 0.0 0.0 0.0
H 3.0209 -6.2361 0.1693 0.0 0.0 0.0
H 3.0540 -5.4383 -1.4033 0.0 0.0 0.0
H 1.5086 -5.7793 -0.6167 0.0 0.0 0.0
H -0.1281 -4.1383 -0.3282 0.1 0.0 0.2
H -0.5566 -3.3755 -2.4527 -0.2 0.0 -0.1
H 0.8225 0.3526 -6.2131 0.0 0.0 0.0
H -1.1073 -0.7517 -7.3174 0.0 0.0 0.0
H -2.8616 -1.7810 -5.9091 0.0 0.0 0.0
H -3.8889 -1.5265 -3.9415 0.0 0.0 -0.1
H -2.6842 -3.8908 -2.4799 0.1 0.0 0.0
H -3.0955 -3.8967 -4.1995 0.0 0.0 0.0
H -4.3527 -3.6457 -2.9830 0.0 0.0 0.0
H -2.7554 -1.7107 -1.1485 0.0 0.0 0.0
H -4.4004 -1.3727 -1.6818 0.0 0.0 0.0
H -3.1493 -0.1719 -1.9906 0.0 -0.1 0.0
H 1.9767 0.9321 -4.4719 0.0 0.0 0.0
H 0.0352 1.5814 -2.2173 0.0 0.0 0.0
H 0.1199 2.3504 -3.7667 0.1 0.0 0.0
H 1.4633 2.5256 -2.6057 0.0 -0.1 0.0
H 1.9261 -0.2437 -1.6743 0.1 0.0 0.0
H 3.2310 0.5929 -2.5097 0.0 0.0 0.0
H 2.7092 -1.0360 -3.0051 0.0 0.0 -0.1
N -5.6671 4.7821 3.4707 0.0 0.0 0.0
C -4.9011 4.0929 2.9611 0.3 -0.3 -0.2
C -3.9336 3.2180 2.3231 -0.4 0.3 0.2
C -2.5742 3.4829 2.4484 0.1 -0.1 0.0
C -1.6569 2.6380 1.8368 -0.1 0.1 0.0
C -2.0420 1.5233 1.0755 -0.3 0.2 0.0
C -3.4226 1.2947 0.9924 -0.2 0.1 -0.1
C -4.3673 2.1163 1.5916 0.1 -0.1 0.0
H -2.2487 4.3414 3.0227 0.0 0.0 0.0
H -0.6036 2.8836 1.9566 0.0 0.0 0.0
H -3.8031 0.4405 0.4324 0.0 0.0 0.0
H -5.4272 1.9138 1.5031 0.0 0.0 0.0
C 6.2718 4.5499 -2.1495 0.0 0.0 0.1
C 5.0043 4.9230 -2.9152 0.0 0.0 0.0
C 3.7303 4.2260 -2.4364 0.1 -0.1 0.0
C 3.3223 4.5403 -0.9977 0.1 -0.1 0.1
N 4.0080 3.7053 -0.0085 -0.1 0.1 -0.1
C 3.4714 2.6775 0.6471 0.0 -0.4 0.0
S 1.8385 2.2304 0.4564 -0.2 0.1 0.1
N 4.2561 1.9989 1.5009 -0.1 0.0 -0.1
C 5.6881 2.1980 1.6868 -0.1 0.0 0.1
C 6.5462 1.5814 0.5900 -0.1 -0.1 -0.1
C 8.0084 1.9803 0.7092 0.1 0.0 0.0
C 8.8572 1.3809 -0.4032 0.0 0.0 -0.1
H 7.1637 4.9540 -2.6293 0.0 0.0 0.0
H 6.3954 3.4650 -2.0899 0.0 0.0 0.0
H 6.2727 4.9518 -1.1305 0.0 0.0 0.0
H 5.1501 4.6932 -3.9722 0.0 0.0 0.0
H 4.8560 6.0062 -2.8625 0.0 0.0 0.0
H 3.8325 3.1390 -2.5330 0.0 0.0 0.0
H 2.9029 4.5093 -3.0906 0.0 0.1 0.0
H 2.2583 4.3794 -0.8530 0.0 0.0 0.0
H 3.5317 5.5841 -0.7537 0.0 0.0 0.0
H 4.9888 3.8733 0.1274 0.1 0.1 0.0
H 3.8094 1.2057 1.9314 0.0 0.0 0.0
H 5.9403 1.7676 2.6558 0.0 0.0 0.0
H 5.8926 3.2691 1.7856 0.0 0.0 0.0
H 6.1611 1.8772 -0.3907 0.0 0.0 0.0
H 6.4471 0.4930 0.6308 0.0 0.0 0.0
H 8.3947 1.6691 1.6850 0.0 0.0 0.0
H 8.0885 3.0730 0.6914 0.0 0.0 0.0
H 8.8118 0.2898 -0.3834 0.0 0.0 0.0
H 9.9040 1.6724 -0.3157 0.0 0.0 0.0
H 8.5025 1.7068 -1.3845 0.0 0.0 0.0
```
Forces are in eV/Å.